Formula: C34H41AsBNO2RuSi
Source: the OMol25 dataset
Level of theory: ωB97M-V/def2-TZVPD

```
82
Properties=species:S:1:pos:R:3:mulliken_spin:R:1
Ru 0.729 0.745 0.479 3.401
C -1.251 0.444 0.801 0.292
Si -1.926 2.276 0.712 -0.021
C -0.397 3.364 1.095 -0.008
N 0.850 2.885 0.422 0.079
C 2.105 3.183 1.192 0.057
C 3.095 4.022 0.399 0.021
C 2.355 5.232 -0.161 -0.001
C 1.289 4.787 -1.177 0.024
C 0.923 3.311 -1.005 0.005
C -2.554 2.621 -1.000 0.010
C -2.925 1.624 -1.905 -0.004
C -3.416 1.951 -3.162 0.001
C -3.548 3.281 -3.531 -0.001
C -3.197 4.288 -2.640 0.002
C -2.705 3.959 -1.388 0.001
C -3.140 2.480 2.087 0.029
C -4.462 2.841 1.820 0.004
C -5.369 2.998 2.858 -0.001
C -4.965 2.791 4.168 0.005
C -3.653 2.425 4.448 0.001
C -2.747 2.270 3.414 0.001
H -1.492 -0.200 -0.059 0.084
H -1.641 -0.043 1.696 0.035
H -0.232 3.326 2.175 -0.002
H -0.564 4.418 0.849 0.018
H 2.554 2.229 1.526 0.002
H 1.817 3.712 2.100 0.007
H 3.559 3.439 -0.402 -0.006
H 3.900 4.321 1.070 0.001
H 3.048 5.936 -0.618 0.001
H 1.886 5.762 0.672 -0.001
H 1.661 4.898 -2.196 0.002
H 0.397 5.411 -1.112 0.001
H 1.671 2.679 -1.493 0.005
H -0.044 3.093 -1.460 0.000
H -2.856 0.577 -1.634 0.003
H -3.706 1.167 -3.848 0.000
H -3.934 3.535 -4.509 0.000
H -3.316 5.327 -2.920 0.000
H -2.453 4.762 -0.702 0.002
H -4.787 3.000 0.798 0.000
H -6.391 3.280 2.644 0.000
H -5.674 2.912 4.976 0.000
H -3.345 2.261 5.472 0.000
H -1.727 1.975 3.648 0.003
C 2.307 -2.284 -1.039 0.012
As 2.771 -0.477 -0.553 0.050
C 4.243 -0.646 0.689 0.033
C 3.492 0.354 -2.184 0.022
C 4.725 -0.368 -2.636 0.005
C 5.977 0.015 -2.160 0.008
C 7.116 -0.668 -2.556 -0.004
C 7.013 -1.743 -3.429 0.010
C 5.770 -2.125 -3.913 -0.004
C 4.630 -1.442 -3.519 0.010
H 3.196 -2.785 -1.420 0.000
H 1.538 -2.269 -1.810 0.004
H 1.937 -2.795 -0.153 -0.007
H 5.065 -1.142 0.175 0.001
H 3.914 -1.247 1.536 -0.002
H 4.567 0.335 1.030 0.000
H 3.686 1.404 -1.961 -0.007
H 2.692 0.300 -2.925 0.005
H 6.068 0.866 -1.493 0.001
H 8.086 -0.355 -2.194 0.000
H 7.902 -2.273 -3.741 0.000
H 5.689 -2.950 -4.609 0.000
H 3.664 -1.731 -3.919 0.000
O 1.188 -1.978 2.088 -0.211
B 0.846 -0.660 2.065 0.093
O 0.714 -0.083 3.299 -0.075
C 0.977 -1.137 4.187 0.019
C 0.971 -1.123 5.560 -0.001
C 1.262 -2.336 6.178 0.001
C 1.538 -3.486 5.444 0.002
C 1.540 -3.484 4.052 -0.003
C 1.255 -2.279 3.458 -0.017
H 0.753 -0.229 6.127 0.000
H 1.272 -2.385 7.258 0.000
H 1.753 -4.407 5.968 0.000
H 1.745 -4.375 3.475 0.000
```

## Properties
total charge = +2
calculated total energy = -113468.705 eV
<S²> = 6.0135
gap between HOMO and LUMO (spin up / spin down) = 7.5 / 5.4 eV
LUMO level (spin up / spin down) = -6.24 / -8.43 eV
multiplicity = 5
energy relative to the best compared isomer or geometry (same formula, charge and spin) = 64.9 kJ/mol

Formula: C30H40Cl2HoN2O3P
Source: the OMol25 dataset
Level of theory: ωB97M-V/def2-TZVPD

```
79
Properties=species:S:1:pos:R:3:mulliken_spin:R:1
O 1.132 2.003 -2.528 -0.008
C 1.256 1.879 -3.769 0.001
C 1.974 2.794 -4.712 0.000
C 2.660 3.978 -4.328 0.000
H 2.647 4.276 -3.289 0.000
C 3.376 4.768 -5.248 0.000
H 3.921 5.656 -4.916 0.000
C 3.412 4.377 -6.591 0.000
H 3.950 4.974 -7.318 0.000
C 2.743 3.200 -6.988 0.000
H 2.772 2.914 -8.036 0.000
C 2.053 2.403 -6.064 0.000
H 1.538 1.484 -6.373 0.000
H 0.873 0.934 -4.191 0.000
C -1.981 1.279 -3.322 0.002
C -1.600 0.193 -2.388 -0.018
H -2.986 1.149 -3.774 -0.001
H -1.211 1.301 -4.110 -0.001
H -1.875 2.278 -2.863 0.000
C -2.229 -0.818 -1.855 -0.001
C -3.717 -0.979 -1.479 0.000
H -1.722 -1.784 -1.626 -0.001
H -4.325 -0.530 -2.279 0.000
H -3.982 -0.524 -0.505 0.000
H -3.920 -2.061 -1.423 0.000
Ho 0.404 0.217 -0.801 4.056
Cl 0.270 2.520 0.262 -0.007
Cl 1.919 -0.852 -2.550 -0.005
C -1.751 0.547 1.866 -0.001
O -0.995 -0.211 1.177 -0.004
N -2.217 0.255 3.085 0.000
C -1.897 -0.969 3.819 0.000
C -3.083 1.199 3.788 0.000
H -2.062 1.538 1.497 0.000
H -1.331 -1.639 3.169 0.000
H -2.833 -1.446 4.155 0.000
H -1.321 -0.711 4.726 0.000
H -3.221 2.067 3.135 0.000
H -2.632 1.506 4.744 0.000
H -4.060 0.741 4.005 0.000
H 0.439 -5.012 1.636 0.000
H 3.050 -5.270 0.009 0.000
C 0.159 -4.905 0.583 0.000
C 2.267 -5.144 -0.749 0.000
N 1.196 -4.290 -0.232 0.000
H -0.756 -4.318 0.518 0.000
C 1.285 -2.975 -0.410 0.000
O 0.413 -2.106 -0.105 -0.007
H 2.703 -4.679 -1.636 0.000
H 2.228 -2.662 -0.888 0.000
H -0.006 -5.909 0.197 0.000
H 1.819 -6.099 -1.019 0.000
C 4.154 0.587 0.751 -0.001
P 2.587 0.116 1.580 -0.007
C 2.836 -1.601 2.158 0.000
C 1.805 -2.148 2.940 0.000
C 1.882 -3.460 3.380 0.000
C 2.993 -4.252 3.060 0.000
C 4.024 -3.706 2.292 0.000
C 3.948 -2.389 1.832 0.000
C 2.712 0.982 3.193 0.000
C 3.468 0.502 4.275 0.000
C 3.480 1.210 5.474 0.000
C 2.734 2.379 5.626 0.000
C 1.983 2.869 4.547 0.000
C 1.991 2.182 3.337 0.001
H 4.238 0.056 -0.207 0.000
H 5.000 0.351 1.408 0.000
H 4.086 1.670 0.569 0.001
H 0.940 -1.536 3.201 0.000
H 1.070 -3.877 3.977 0.000
H 3.051 -5.292 3.391 0.000
H 4.894 -4.313 2.041 0.000
H 4.761 -1.979 1.227 0.000
H 4.034 -0.431 4.189 0.000
H 4.081 0.835 6.305 0.000
H 2.738 2.917 6.580 0.000
H 1.398 3.786 4.637 0.000
H 1.425 2.568 2.490 0.000
```

## Properties
calculated total energy = -101015.871 eV
<S²> = 6.0045
gap between HOMO and LUMO (spin up / spin down) = 5.7 / 5.7 eV
LUMO level (spin up / spin down) = 0.15 / 0.15 eV
multiplicity = 5

Formula: C9H10N2O3S
Source: the OMol25 dataset
Level of theory: ωB97M-V/def2-TZVPD

```
25
Properties=species:S:1:pos:R:3:nbo_charge:R:1
C 4.380 -0.099 0.591 -0.629
C 3.384 0.869 0.012 -0.073
O 2.105 0.275 -0.086 -0.504
C 1.041 0.985 -0.441 0.793
O 1.058 2.150 -0.604 -0.583
C -0.124 0.141 -0.598 -0.326
C 0.111 -1.250 -0.647 0.281
N 0.137 -2.380 -0.628 -0.277
C -1.341 0.681 -0.671 0.441
C -1.782 1.999 -0.289 -0.550
S -3.197 1.480 0.934 0.236
C -3.114 -0.158 0.254 0.374
N -3.697 -1.097 0.826 -0.450
C -3.587 -2.478 0.323 -0.423
O -2.386 -0.253 -0.865 -0.487
H 4.114 -0.112 1.709 0.215
H 4.501 -1.114 0.148 0.230
H 5.321 0.371 0.520 0.220
H 3.621 1.414 -1.014 0.191
H 3.313 1.701 0.736 0.189
H -1.019 2.472 0.267 0.265
H -2.221 2.689 -1.127 0.267
H -4.530 -2.845 0.236 0.202
H -2.968 -3.007 1.016 0.211
H -3.121 -2.435 -0.602 0.190
```

## Properties
calculated total energy = -29450.733 eV
SMILES string = CCOC(=O)/C(C#N)=C1\CS/C(=N/C)O1
gap between HOMO and LUMO = 8.8 eV
LUMO level = -0.56 eV
energy relative to the best compared isomer or geometry (same formula, charge and spin) = 172.1 kJ/mol

Formula: C4H4F2N2
Source: the OMol25 dataset
Level of theory: ωB97M-V/def2-TZVPD

```
12
Properties=species:S:1:pos:R:3:nbo_charge:R:1
C 0.750 0.921 0.031 -0.189
C 1.150 -0.520 0.315 0.084
C -1.571 0.563 0.287 0.267
C -2.931 0.314 -0.057 0.448
N -0.523 1.114 0.025 -0.235
N 0.275 -1.392 0.349 -0.644
F -3.654 -0.350 0.912 -0.327
F -3.214 -0.319 -1.272 -0.342
H 1.576 1.701 -0.106 0.219
H 2.167 -0.777 0.412 0.170
H -3.454 1.275 -0.153 0.190
H 0.723 -2.369 0.358 0.359
```

## Properties
calculated total energy = -12624.236 eV
gap between HOMO and LUMO = 8.2 eV
LUMO level = -0.01 eV
energy relative to the best compared isomer or geometry (same formula, charge and spin) = 335.7 kJ/mol

Formula: C7H21N3
Source: the OMol25 dataset
Level of theory: ωB97M-V/def2-TZVPD

```
31
Properties=species:S:1:pos:R:3:nbo_charge:R:1
C 0.644 1.758 -0.320 -0.291
C -1.733 -0.638 1.181 -0.442
C -1.375 -0.890 -1.200 -0.428
C 1.796 1.022 -0.978 -0.611
C -0.285 2.386 -1.339 -0.619
C 1.137 2.788 0.674 -0.610
N -0.765 -0.739 0.104 -0.469
H -1.177 -0.619 2.116 0.214
H -0.611 -1.025 -1.964 0.202
H -2.448 -1.472 1.189 0.165
H -2.237 0.326 1.082 0.210
H -2.010 -0.031 -1.423 0.209
H -2.024 -1.775 -1.273 0.158
H 1.372 0.185 -1.535 0.189
H 2.414 1.661 -1.619 0.189
H 2.461 0.601 -0.219 0.193
H 0.249 3.073 -2.009 0.191
H -0.767 1.619 -1.947 0.195
H -1.085 2.968 -0.876 0.201
H 1.854 3.468 0.198 0.179
H 0.329 3.406 1.070 0.199
H 1.676 2.316 1.500 0.200
C 0.181 -2.231 0.416 0.292
N -0.496 -3.449 0.766 -0.829
N 1.067 -1.797 1.445 -0.857
H -1.195 -3.703 0.079 0.374
H 2.026 -1.642 1.145 0.384
H -0.937 -3.372 1.676 0.363
H 1.162 -2.397 2.257 0.372
H 0.691 -2.403 -0.543 0.174
H 0.085 0.607 0.345 0.304
```

## Properties
calculated total energy = -12067.414 eV
gap between HOMO and LUMO = 7.9 eV
LUMO level = 0.76 eV
energy relative to the best compared isomer or geometry (same formula, charge and spin) = 239.7 kJ/mol

Formula: C8H10N10O5Os
Source: the OMol25 dataset
Level of theory: ωB97M-V/def2-TZVPD

```
34
Properties=species:S:1:pos:R:3:mulliken_spin:R:1
Os 0.395 -0.736 0.172 3.286
O 0.328 0.105 -2.258 0.087
C -0.274 1.399 -2.149 0.021
C 0.496 2.259 -1.169 -0.024
N 0.612 1.614 0.167 -0.004
C 1.986 1.787 0.686 0.035
C 2.882 0.740 0.004 0.008
O 3.922 1.031 -0.520 0.033
O 2.336 -0.458 0.050 0.089
C -0.370 2.165 1.114 0.003
C -0.421 1.303 2.400 0.001
O -0.811 1.830 3.417 0.027
O -0.043 0.080 2.236 0.197
H 1.248 0.195 -2.543 -0.005
H -1.289 1.224 -1.800 -0.001
H -0.307 1.892 -3.122 0.003
H -0.002 3.225 -1.081 -0.005
H 1.502 2.428 -1.561 0.000
H 2.001 1.588 1.758 -0.012
H 2.377 2.784 0.490 0.001
H -1.366 2.120 0.678 -0.002
H -0.129 3.193 1.390 -0.003
N -1.871 -3.337 0.257 0.045
C -2.342 -2.069 0.153 0.017
N -3.604 -1.706 0.095 0.004
N -3.590 -0.377 -0.039 0.054
N -2.398 0.087 -0.061 -0.033
N -1.547 -0.969 0.059 0.053
C -0.544 -3.641 0.215 0.018
N -0.028 -4.844 0.239 0.004
N 1.304 -4.667 0.159 0.059
N 1.619 -3.432 0.083 -0.007
N 0.460 -2.721 0.118 0.051
H -2.531 -4.091 0.364 0.000
```

## Properties
calculated total energy = -36060.095 eV
<S²> = 6.0177
gap between HOMO and LUMO (spin up / spin down) = 9.2 / 6.1 eV
LUMO level (spin up / spin down) = -0.57 / -3.76 eV
multiplicity = 5
energy relative to the best compared isomer or geometry (same formula, charge and spin) = 0.0 kJ/mol

- Number 6 is which compound?
  C8H10N10O5Os